[1]
8
Properties=species:S:1:pos:R:3 method="wB97M-V/def2-TZVPD" energy_ha=-912.05790 lumo_ev=0.47 de_lowest_kcal_mol=21.12 spin_multiplicity=1 smiles="C=O.SS"
S 0.570 -0.604 1.413
H 1.704 0.725 -0.625
S 1.074 -0.602 -0.476
H -1.015 1.580 -2.067
O -1.740 1.366 -0.356
C -1.696 0.997 -1.499
H -0.685 -0.085 1.380
H -2.216 0.161 -1.832


[2]
8
Properties=species:S:1:pos:R:3 method="wB97M-V/def2-TZVPD" energy_ha=-1235.00139 lumo_ev=0.53 de_lowest_kcal_mol=32.30 spin_multiplicity=1
S -0.031 1.637 0.026
H -1.558 -0.531 1.411
H 1.184 1.846 -0.475
C -0.120 -0.120 -0.451
H -0.405 -0.123 -1.839
S -1.683 -0.847 0.120
S 1.368 -1.044 -0.054
H 1.244 -0.818 1.262


[3]
7
Properties=species:S:1:pos:R:3 method="wB97M-V/def2-TZVPD" energy_ha=-728.06326 lumo_ev=-0.97 de_lowest_kcal_mol=54.41 spin_multiplicity=1
Si -0.457 0.032 0.084
S 0.804 2.785 0.047
H 2.261 0.606 0.453
H -0.237 -1.411 -0.220
H -0.500 0.316 1.552
C 1.091 1.139 -0.127
H -1.502 0.514 -0.664


[4]
9
Properties=species:S:1:pos:R:3 method="wB97M-V/def2-TZVPD" energy_ha=-539.30762 lumo_ev="-2.23 / -2.24" de_lowest_kcal_mol=76.51 spin_multiplicity=1
S -1.163 2.306 0.782
B 0.587 -0.609 -0.409
H -1.498 -0.772 0.509
C -0.464 -0.551 0.715
O 0.152 -1.101 -1.576
H -0.232 -0.425 1.758
H 0.782 -1.193 -2.291
H 1.710 -0.296 -0.224
H 0.125 2.640 0.738


[5]
8
Properties=species:S:1:pos:R:3 method="wB97M-V/def2-TZVPD" energy_ha=-463.99444 lumo_ev=-1.18 de_lowest_kcal_mol=87.96 spin_multiplicity=1
H 1.593 0.290 1.229
H -3.572 -0.323 1.125
C 1.437 0.079 0.107
S -2.860 -0.377 -0.061
H 1.761 1.096 -0.424
B -0.104 -0.198 -0.332
H 2.148 -0.677 -0.209
H -0.402 0.110 -1.435


[6]
8
Properties=species:S:1:pos:R:3 method="wB97M-V/def2-TZVPD" energy_ha=-464.02738 lumo_ev=0.27 de_lowest_kcal_mol=67.29 spin_multiplicity=1
C -0.975 -1.053 -0.400
H -0.627 -2.080 -0.419
H 0.181 2.188 1.250
H 0.003 1.431 1.063
H -2.201 -0.893 -0.383
S 1.732 0.182 -0.770
H 1.856 0.524 0.533
B 0.031 -0.299 -0.874


[7]
10
Properties=species:S:1:pos:R:3 method="wB97M-V/def2-TZVPD" energy_ha=-2799.63498 lumo_ev="0.83 / -2.40" de_lowest_kcal_mol=26.84 spin_multiplicity=3
O -1.430 1.277 0.388
H -1.357 -0.538 -0.213
H 1.108 -1.936 0.465
N 1.483 -1.073 0.148
H -0.643 0.774 -1.228
H 1.161 0.884 0.709
Br 1.960 -0.774 -1.671
C -0.760 0.299 -0.244
N 0.487 0.108 0.568
H -2.008 0.980 1.078


[8]
10
Properties=species:S:1:pos:R:3 method="wB97M-V/def2-TZVPD" energy_ha=-3065.62782 lumo_ev="-3.89 / -7.69" de_lowest_kcal_mol=3.07 spin_multiplicity=3 total_charge=+1
Br 3.271 0.024 -0.646
C -0.142 -0.037 -0.058
H 1.016 0.837 -1.491
P 0.760 -1.574 0.512
H -0.356 1.636 -1.211
N 0.238 0.910 -0.839
H 0.376 -1.388 1.775
N -1.380 -0.155 0.478
H -1.532 -0.658 1.323
H -2.249 0.404 0.158


[9]
8
Properties=species:S:1:pos:R:3 method="wB97M-V/def2-TZVPD" energy_ha=-2904.53924 lumo_ev=0.24 de_lowest_kcal_mol=55.89 spin_multiplicity=1
H 0.245 0.938 1.255
H -2.185 0.126 -2.148
H 0.008 -1.762 -0.454
Br -0.020 1.994 -2.861
C 0.334 -0.862 -0.944
H 0.361 1.478 1.816
H 1.393 -0.656 -0.906
Si -0.768 0.135 -1.866


[10]
11
Properties=species:S:1:pos:R:3 method="wB97M-V/def2-TZVPD" energy_ha=-1412.23505 lumo_ev="-0.35 / -0.35" de_lowest_kcal_mol=37.32 spin_multiplicity=1 smiles="C=P(Cl)=NN.Cl"
N 1.970 0.953 1.371
Cl -0.427 1.232 -0.911
H 1.123 -2.395 -1.370
H -0.225 -1.530 -2.190
H 1.833 1.351 2.291
P 0.573 -0.464 -0.313
H 1.698 1.639 0.708
N 1.578 -0.198 0.845
C 0.723 -1.456 -1.660
Cl -4.513 -0.065 0.166
H -4.332 0.934 1.064


[11]
9
Properties=species:S:1:pos:R:3 method="wB97M-V/def2-TZVPD" energy_ha=-610.78477 lumo_ev=0.91 de_lowest_kcal_mol=4.26 spin_multiplicity=1 smiles=NC(N)Cl
C -0.038 0.079 0.322
H 1.141 -1.137 -0.688
H -1.878 0.175 0.068
H 1.856 0.022 0.569
Cl 0.145 1.967 -0.454
N -1.135 -0.427 -0.266
N 1.143 -0.665 0.212
H -0.967 -0.324 -1.186
H -0.268 0.310 1.424


[12]
10
Properties=species:S:1:pos:R:3 method="wB97M-V/def2-TZVPD" energy_ha=-685.96316 lumo_ev=0.30 de_lowest_kcal_mol=16.99 spin_multiplicity=1 smiles="NC=O.NCl"
H -1.842 0.600 -0.890
H 0.201 -2.109 0.345
Cl -0.565 2.308 -0.711
C 1.649 -0.703 -0.089
H -0.451 -0.348 0.401
N 0.400 -1.027 0.282
H 2.075 -1.781 0.089
O 2.236 0.332 -0.160
N -1.491 1.106 0.102
H -2.212 1.622 0.631